{"formula": "C19H54Cu2O21", "method": "the ωB97M-V functional and the def2-TZVPD basis", "species": ["Cu", "Cu", "C", "O", "O", "O", "C", "C", "O", "O", "H", "H", "H", "H", "H", "H", "C", "C", "O", "O", "H", "H", "H", "H", "H", "H", "C", "C", "O", "O", "H", "H", "H", "H", "H", "H", "C", "C", "O", "O", "H", "H", "H", "H", "H", "H", "C", "C", "O", "O", "H", "H", "H", "H", "H", "H", "C", "C", "O", "O", "H", "H", "H", "H", "H", "H", "C", "C", "O", "O", "H", "H", "H", "H", "H", "H", "C", "C", "O", "O", "H", "H", "H", "H", "H", "H", "C", "C", "O", "O", "H", "H", "H", "H", "H", "H"], "coordinates": [[1.765693, 2.138551, 2.569132], [-1.657965, 0.369280, 2.483914], [0.309703, 0.786909, 0.484185], [-0.045990, 1.657904, 1.376735], [-0.455407, -0.231698, 0.320023], [1.423359, 0.896633, -0.132658], [2.613757, 3.592542, -3.428832], [1.267951, 3.673388, -2.719271], [1.413078, 3.926135, -1.320281], [3.358695, 4.827834, -3.348122], [2.427651, 3.384507, -4.488085], [3.313668, 2.889345, -2.983073], [0.672354, 2.755876, -2.769988], [0.635845, 4.435925, -3.176238], [1.768843, 3.118043, -0.935866], [4.168739, 4.694471, -3.843808], [-3.547221, 0.603261, -1.363772], [-3.312683, -0.894902, -1.447791], [-2.728421, -1.425372, -0.237780], [-2.343798, 1.342961, -1.581993], [-3.944852, 0.839342, -0.370029], [-4.255966, 0.926199, -2.126282], [-2.617751, -1.251689, -2.212361], [-4.265006, -1.385738, -1.660207], [-1.832119, -1.056009, -0.161566], [-1.682800, 0.947138, -0.990493], [1.535787, -3.101716, -3.110258], [0.992180, -1.895363, -2.366486], [1.144300, -2.099862, -0.951330], [2.944921, -3.126490, -3.204856], [1.171622, -3.057608, -4.146718], [1.135639, -4.032506, -2.715516], [-0.092987, -1.763645, -2.488064], [1.522509, -0.960335, -2.585082], [0.842934, -1.261494, -0.554170], [3.280257, -2.318039, -3.596069], [3.667772, -2.000461, 2.954289], [2.508553, -1.318886, 2.257473], [2.860262, 0.022500, 1.910023], [3.973685, -1.374184, 4.205102], [4.602636, -1.934520, 2.392215], [3.453584, -3.057821, 3.091936], [1.657817, -1.372300, 2.946184], [2.218409, -1.848801, 1.347452], [2.346241, 0.245631, 1.099809], [3.948939, -0.418908, 4.115528], [-3.792692, -3.296689, 2.479531], [-2.554279, -3.086180, 3.324032], [-1.709820, -1.990482, 2.987227], [-3.618170, -3.812467, 1.165688], [-4.378958, -2.372413, 2.388955], [-4.439247, -3.987931, 3.028503], [-1.897190, -3.959373, 3.373901], [-2.884069, -2.942279, 4.356744], [-1.217962, -2.162139, 2.170635], [-3.322979, -3.039198, 0.641340], [-3.276392, 2.699281, 2.732254], [-4.193671, 1.726527, 3.390966], [-3.766598, 0.389587, 3.153027], [-1.949935, 2.525614, 3.206905], [-3.560806, 3.739167, 2.930733], [-3.333878, 2.683251, 1.637177], [-5.217835, 1.919545, 3.055975], [-4.247236, 1.909931, 4.469479], [-4.431758, -0.182743, 3.546396], [-1.333656, 2.868505, 2.533821], [5.891792, 0.635688, -2.012978], [4.649813, 0.682469, -1.163757], [3.470701, 0.849604, -1.963428], [5.908707, -0.516403, -2.843352], [6.774977, 0.745212, -1.389002], [5.832136, 1.515995, -2.668170], [4.627854, 1.556609, -0.502582], [4.579024, -0.214453, -0.539769], [2.729325, 1.038941, -1.368029], [5.014970, -0.560761, -3.203625], [0.099361, -4.593146, 0.038547], [-0.865528, -5.294096, -0.896118], [-2.085323, -5.792131, -0.342436], [-0.221917, -3.255624, 0.279710], [1.111713, -4.677847, -0.382827], [0.186012, -5.203380, 0.942690], [-0.389090, -6.106088, -1.444192], [-1.258594, -4.572662, -1.626615], [-2.610615, -5.097917, 0.089867], [-0.284978, -2.801175, -0.576871], [-1.276931, 4.155712, -0.349591], [-1.732303, 5.603484, -0.316207], [-2.911931, 5.722251, 0.474534], [-0.904704, 3.705910, 0.941815], [-0.453698, 4.140481, -1.074851], [-2.029370, 3.468276, -0.755505], [-1.851137, 5.985745, -1.338024], [-0.966744, 6.286740, 0.053141], [-3.610572, 5.225862, 0.039305], [-0.460253, 2.851121, 0.788037]], "forces_ev_per_a": [[-0.62, -0.92, -0.97], [0.01, -0.29, -0.17], [0.41, -1.67, -0.54], [1.66, -1.68, 1.75], [0.30, 0.98, 0.16], [-0.60, 0.41, 0.37], [0.63, 0.51, -0.24], [0.41, -0.24, 0.54], [0.74, 0.39, -0.27], [-0.89, 0.42, 0.09], [-0.02, -0.36, 0.06], [-0.73, -0.79, -0.09], [0.39, -0.28, -0.70], [0.20, 0.35, 0.26], [-0.02, -0.10, 0.10], [0.05, 0.00, -0.02], [0.73, -0.10, -0.32], [0.30, -0.68, 0.45], [-1.01, 0.06, -0.13], [-0.05, -0.30, 0.23], [-0.18, -0.12, -0.02], [0.01, 0.00, 0.00], [-0.22, 0.78, -0.63], [0.01, -0.18, 0.44], [-0.06, -0.07, 0.19], [-0.03, 0.14, -0.15], [-0.30, 1.16, -1.47], [0.19, 0.05, 1.26], [1.87, 1.45, -1.90], [0.30, -0.77, 0.81], [-0.40, 0.07, 0.10], [0.45, -0.07, 0.38], [0.11, 0.00, -0.84], [-0.11, -0.17, -0.67], [0.09, -0.28, 0.16], [-0.27, 0.15, -0.03], [0.73, 0.98, -0.17], [0.05, -0.80, 0.15], [-0.42, 0.89, 0.52], [-0.51, -0.61, 0.50], [-0.25, -0.11, -0.61], [-0.14, 0.05, 0.40], [-0.09, 0.32, -0.03], [0.13, -0.12, -0.01], [0.44, 0.01, -0.24], [0.05, 0.00, -0.34], [-0.52, -0.13, -0.20], [0.52, -0.34, 0.24], [0.05, 1.08, -0.34], [0.42, 0.71, 0.20], [0.24, 0.17, 0.21], [0.14, -0.16, -0.09], [-0.37, -0.31, -0.32], [-0.01, 0.34, -0.06], [-0.04, -0.57, -0.16], [0.06, -0.27, -0.14], [0.25, 1.36, -0.47], [-0.62, 0.56, 0.74], [-0.22, 0.27, -0.23], [0.23, -0.96, 0.13], [-0.39, -0.17, 0.37], [0.23, -0.61, -0.02], [0.06, -0.25, -0.41], [0.38, -0.01, 0.05], [0.27, -0.35, -0.09], [-0.50, 0.47, -0.13], [-1.05, 0.83, -0.73], [-0.87, 0.45, 0.82], [0.56, -0.48, -0.52], [0.20, -0.03, 0.40], [0.17, -0.52, -0.11], [0.27, 0.13, 0.09], [0.73, -0.08, 0.20], [-0.04, -0.09, -0.07], [0.02, -0.41, -0.06], [0.10, -0.09, -0.06], [0.47, -0.93, -0.38], [-1.56, 0.69, -0.37], [0.39, -0.64, 0.52], [-2.39, -1.32, 2.24], [0.01, 0.26, -0.31], [-0.39, 0.50, 0.38], [-0.03, -0.15, 0.20], [0.84, 0.25, -0.42], [0.42, 0.00, 0.01], [0.34, -0.43, 0.72], [-0.17, 0.97, -0.72], [-0.26, -0.58, -0.19], [0.02, 0.62, 0.07], [-0.22, 1.59, -0.77], [-0.18, -0.21, 0.69], [-0.35, 0.41, 0.02], [-0.49, -0.31, -0.14], [-0.03, -0.32, 0.69], [0.05, -0.01, -0.08], [-0.08, 0.63, 0.25]], "lumo_ev": -2.0, "multiplicity": 1, "total_charge": 0, "energy_ha": -5617.13829, "fmax_ha_per_bohr": 0.0686}

{"formula": "C13H10Cl3F9MoN5O7S2Si", "method": "the ωB97M-V functional and the def2-TZVPD basis", "species": ["Mo", "N", "C", "C", "O", "N", "C", "C", "O", "O", "H", "H", "H", "H", "H", "H", "F", "C", "F", "F", "S", "O", "O", "N", "S", "O", "O", "C", "F", "F", "F", "Cl", "Si", "Cl", "Cl", "N", "C", "C", "C", "C", "N", "C", "C", "H", "H", "H", "H", "F", "C", "F", "F"], "coordinates": [[1.048256, 0.576011, -0.380359], [1.905483, -0.330221, -2.293499], [1.137113, 0.002448, -3.507256], [0.399402, 1.295388, -3.300977], [-0.025705, 1.936914, -4.246928], [0.256190, 1.598291, -1.978288], [-0.514492, 2.812654, -1.696715], [0.057954, 3.457911, -0.464300], [-0.155293, 4.608961, -0.158035], [0.751514, 2.606768, 0.284728], [1.954390, -1.333058, -2.181580], [2.862675, -0.009819, -2.388601], [1.758743, 0.074516, -4.393892], [0.388913, -0.768283, -3.672921], [-0.502514, 3.490870, -2.538647], [-1.555461, 2.559056, -1.480006], [-3.944620, -1.354653, -2.867276], [-2.623896, -1.252972, -2.784667], [-2.059191, -2.370977, -3.258998], [-2.219723, -0.220466, -3.509172], [-2.092087, -0.981389, -1.053842], [-0.628629, -1.094873, -1.172518], [-2.565267, 0.326385, -0.685126], [-2.867129, -2.209946, -0.429183], [-2.450729, -2.664325, 1.043920], [-3.532202, -3.252458, 1.766910], [-1.649943, -1.656950, 1.687893], [-1.367608, -4.119418, 0.701087], [-2.141766, -5.106346, 0.224916], [-0.793013, -4.524283, 1.829545], [-0.428939, -3.842887, -0.193481], [3.839764, 2.313922, 1.693356], [3.201404, 1.803292, -0.206912], [3.286891, 3.539623, -1.323303], [4.820374, 0.718799, -1.023309], [-1.272004, 1.403676, 6.708650], [-0.903530, 1.212267, 5.638033], [-0.440954, 0.977860, 4.287211], [-1.271061, 1.231625, 3.206930], [-0.782447, 1.028368, 1.936695], [0.467895, 0.598959, 1.696883], [1.248282, 0.327294, 2.744323], [0.837357, 0.504313, 4.049137], [-2.283087, 1.581450, 3.348840], [-1.421818, 1.186045, 1.081590], [2.247625, -0.018233, 2.535796], [1.511183, 0.282456, 4.862364], [3.171576, -1.178342, 0.922078], [1.938684, -1.376394, 0.313515], [1.208500, -2.039971, 1.252886], [2.192945, -2.349857, -0.627498]], "forces_ev_per_a": [[-0.16, 0.91, -1.21], [-0.31, 0.20, -0.03], [0.04, -0.02, 0.17], [-0.03, 0.12, 0.43], [-0.10, 0.03, 0.03], [-0.30, 0.33, -0.55], [0.34, -0.39, 0.03], [0.02, 0.05, 0.28], [0.11, -0.24, 0.04], [-0.12, -0.45, -0.32], [0.01, -0.13, 0.13], [0.15, 0.05, 0.06], [0.13, 0.00, -0.06], [-0.04, -0.11, -0.02], [0.06, 0.13, -0.17], [-0.09, -0.02, -0.03], [0.01, -0.03, -0.13], [-0.06, -0.25, 0.17], [-0.17, 0.20, -0.06], [0.08, 0.12, -0.24], [0.03, -0.18, -0.27], [-0.29, 0.07, 0.60], [-0.01, -0.15, 0.12], [0.51, 0.30, 0.21], [0.00, 0.23, 0.15], [-0.18, 0.09, -0.24], [0.13, -0.18, 0.06], [-0.27, 0.10, -0.13], [0.28, 0.02, 0.05], [0.04, -0.09, 0.04], [0.03, -0.09, -0.03], [0.02, 0.01, 0.05], [0.08, -0.12, -0.12], [-0.01, 0.04, -0.03], [0.08, 0.02, 0.00], [0.02, -0.01, -0.02], [0.06, -0.07, -0.20], [-0.12, 0.07, 0.15], [-0.13, 0.07, 0.06], [0.10, -0.13, -0.06], [-0.53, -0.22, 0.81], [0.20, 0.07, 0.03], [0.08, -0.04, 0.10], [0.01, -0.02, -0.04], [0.02, 0.09, -0.07], [0.00, -0.01, -0.02], [0.04, 0.00, -0.01], [-0.20, -0.20, -0.10], [0.29, -0.28, 0.35], [0.11, 0.07, -0.08], [0.07, 0.03, 0.11]], "lumo_ev": [1.3, 1.0], "s2": 2.019, "multiplicity": 3, "total_charge": -1, "energy_ha": -4735.64694, "fmax_ha_per_bohr": 0.0297}